This record from OMol25 describes a structure of composition C20H21FN2OsSi. The level of theory is ωB97M-V/def2-TZVPD.

Highest occupied orbital energy (alpha / beta) = -15.0 / -15.3 eV
ΔE to the lowest compared entry with this formula, charge and spin = 0.399 eV
LUMO (alpha / beta) = -6.61 / -8.93 eV
HOMO-LUMO gap (alpha / beta) = 8.3 / 6.3 eV

```
! wB97M-V def2-TZVPD RIJCOSX def2/J DEFGRID3
* xyz 2 5
Os 0.16869 0.57895 0.47930
C 0.74081 3.98846 3.09914
C -0.46853 4.65997 2.97859
C -1.44669 4.13848 2.14904
C -1.20890 2.96261 1.45502
N -0.02287 2.31356 1.57979
C 0.92247 2.82424 2.38610
C -2.14590 2.30092 0.54889
C -3.41244 2.79372 0.27794
C -4.25490 2.11819 -0.59218
C -3.83110 0.93920 -1.19881
C -2.57226 0.43776 -0.93750
C -1.69364 1.09190 -0.06468
H 1.53219 4.35792 3.73422
H -0.64781 5.57718 3.52294
H -2.39337 4.64488 2.04143
H 1.85753 2.28669 2.46669
H -3.75265 3.70790 0.74273
H -5.24181 2.50973 -0.79813
H -4.48760 0.41211 -1.87733
H -2.27478 -0.47718 -1.42339
C -0.29163 -0.85617 -2.92885
Si -0.14480 -2.13727 -1.53928
C 0.34956 -3.73872 -2.40247
C -1.53427 -2.63087 -0.34786
N 0.89419 -1.17387 -0.37660
C 2.14630 -1.56238 -0.04088
C 2.80015 -2.72944 -0.52853
C 4.07638 -3.05007 -0.13452
C 4.77859 -2.24078 0.76004
C 4.18328 -1.08287 1.26958
C 2.92220 -0.79459 0.86062
F 2.28946 0.34684 1.34081
H -1.17786 -1.02333 -3.54469
H 0.57257 -0.94479 -3.58958
H -0.32141 0.16658 -2.55002
H -0.50908 -4.02703 -3.01412
H 0.54496 -4.55867 -1.70966
H 1.20166 -3.62075 -3.07365
H -2.46236 -2.85793 -0.87672
H -1.73921 -1.85827 0.39477
H -1.24390 -3.53909 0.18324
H 2.27350 -3.36821 -1.22131
H 4.53869 -3.94521 -0.52742
H 5.78245 -2.50321 1.06292
H 4.70413 -0.43711 1.96437
*
```

Mulliken population analysis, charges in e, atoms 1 to 6: 0.8357, -0.8395, -0.3994, -0.8193, 1.4854, -0.2790